(1)
Computed, not measured: a structure of composition C17H33KO12S3 in a non-equilibrium geometry, with ωB97M-V/def2-TZVPD.

Summary:
HOMO, eV: -6.01
Gap between HOMO and LUMO, eV: 4.334
Lowest unoccupied orbital energy, eV: -1.676
Molecular weight, g/mol: 564.7

Last column: Mulliken charge in e.
Cartesian coordinates (Å):
K -16.306 -3.428 -20.527  1.04
C -16.108 0.355 -18.288  -1.10
C -16.852 -0.947 -18.534  0.23
O -17.604 -1.045 -19.647  -0.84
H -16.791 1.200 -18.173  0.28
H -15.404 0.581 -19.098  0.17
H -15.520 0.262 -17.366  0.38
H -17.382 -1.148 -17.561  0.15
H -16.059 -1.755 -18.500  -0.23
O -13.617 -5.045 -23.581  -0.68
S -14.978 -5.251 -23.915  1.19
O -16.012 -5.004 -22.965  -0.51
O -15.240 -4.379 -25.179  -0.22
C -16.629 -4.167 -25.561  -0.02
C -16.633 -3.776 -27.002  -1.34
C -15.158 -6.889 -24.543  -0.99
H -17.075 -3.424 -24.900  0.15
H -17.194 -5.086 -25.380  0.43
H -16.232 -2.767 -27.138  0.25
H -17.635 -3.744 -27.431  0.40
H -16.018 -4.434 -27.616  0.34
H -16.226 -7.090 -24.596  0.32
H -14.687 -7.573 -23.846  0.34
H -14.724 -6.859 -25.538  0.36
O -14.023 -7.402 -21.165  -0.68
S -13.334 -6.294 -20.572  1.02
O -13.932 -5.014 -20.569  -0.45
O -12.990 -6.653 -19.062  -0.18
C -13.400 -7.923 -18.535  0.19
C -13.006 -7.955 -17.080  -1.34
C -11.728 -6.190 -21.271  -0.96
H -12.883 -8.734 -19.057  0.33
H -14.464 -8.099 -18.690  0.08
H -13.507 -7.184 -16.489  0.30
H -11.955 -7.660 -16.997  0.33
H -13.143 -8.935 -16.634  0.40
H -11.863 -6.156 -22.349  0.33
H -11.190 -7.094 -20.993  0.35
H -11.218 -5.307 -20.899  0.32
O -16.079 -2.081 -22.808  -0.50
S -15.944 -0.824 -23.454  1.02
O -14.858 -0.558 -24.332  -0.71
O -17.277 -0.648 -24.260  -0.25
C -17.285 0.394 -25.293  -0.21
C -18.728 0.783 -25.497  -1.26
C -16.057 0.426 -22.222  -0.94
H -16.825 -0.066 -26.162  0.24
H -16.713 1.256 -24.957  0.40
H -18.789 1.434 -26.375  0.40
H -19.085 1.357 -24.645  0.31
H -19.362 -0.074 -25.715  0.30
H -15.064 0.515 -21.787  0.34
H -16.825 0.164 -21.490  0.31
H -16.244 1.351 -22.770  0.38
C -17.598 -7.290 -18.496  -0.21
C -18.688 -7.993 -18.212  -0.39
C -19.656 -7.556 -17.163  0.25
O -20.655 -8.190 -16.918  -0.54
C -19.323 -6.286 -16.460  -0.32
C -18.245 -5.577 -16.761  -0.37
C -17.331 -5.970 -17.867  0.34
O -16.443 -5.240 -18.247  -0.50
H -16.940 -7.637 -19.286  0.48
H -18.921 -8.914 -18.731  0.43
H -19.976 -5.959 -15.659  0.41
H -18.024 -4.688 -16.182  0.43

Forces on the atoms, in the same order (eV/Å):
-0.157 0.418 0.138
0.443 0.283 0.041
0.037 -0.842 0.371
0.118 -0.091 -0.505
-0.071 -0.030 -0.086
-0.111 0.022 -0.035
-0.028 0.094 -0.030
-0.256 0.041 -0.264
0.268 0.066 0.137
0.828 0.108 0.134
-0.223 -0.304 0.172
-0.383 -0.088 0.530
-0.252 0.365 -0.441
-0.368 -0.344 0.354
0.129 0.725 -0.702
-0.440 0.373 -0.079
0.229 0.159 -0.043
0.129 -0.065 -0.164
0.100 -0.087 0.148
-0.090 -0.198 0.216
-0.068 -0.177 0.107
0.014 -0.126 -0.082
0.157 -0.032 -0.043
0.193 -0.390 0.052
-0.151 -0.209 -0.026
0.433 -0.583 -0.004
-0.448 0.944 0.158
-0.164 0.187 -0.138
0.055 -0.932 0.199
0.524 0.921 0.241
0.156 -0.276 -0.016
0.048 0.187 -0.152
-0.052 0.306 0.019
-0.388 -0.227 -0.103
0.034 -0.377 -0.073
-0.105 -0.048 -0.042
-0.031 0.183 0.015
0.014 0.010 0.003
-0.056 0.053 0.003
0.151 -0.979 0.067
-0.262 0.749 0.816
0.618 -0.006 -0.382
-0.429 0.359 -0.357
-0.452 -0.550 0.321
0.202 0.357 -0.575
0.247 0.280 -0.602
0.058 0.249 -0.169
0.209 -0.072 -0.062
0.042 0.027 0.086
-0.205 -0.213 0.086
-0.018 -0.086 0.263
-0.059 -0.142 0.200
-0.002 -0.114 0.203
-0.164 0.090 0.216
0.055 -0.009 -0.493
-0.238 -0.150 0.277
0.197 0.388 -0.238
-0.056 -0.106 0.077
-0.172 -0.266 0.180
0.155 0.126 0.134
-0.300 -0.124 0.354
0.145 -0.016 -0.201
0.171 0.250 0.094
-0.035 -0.015 0.069
-0.138 -0.180 -0.062
0.211 0.133 -0.313

---

(2)
Computed, not measured: a structure of composition C4H7BrN in a non-equilibrium geometry, with ωB97M-V/def2-TZVPD.

Summary:
Total charge: +1
HOMO, eV: -14.14
Gap between HOMO and LUMO, eV: 8.357
Lowest unoccupied orbital energy, eV: -5.779
Energy relative to the best compared isomer or geometry (same formula, charge and spin), kcal per mole: 84.9
Molecular weight, g/mol: 149.0

Last column: Mulliken charge in e.
Cartesian coordinates (Å):
C -0.531 0.361 0.956  -0.49
C -0.598 0.422 -1.069  -0.38
C 0.537 -0.252 -0.096  0.47
C 1.258 -1.479 0.127  -0.62
N -1.665 0.914 0.006  -0.50
Br 2.470 0.281 -0.070  0.18
H -1.151 -0.445 1.383  0.27
H -0.347 1.071 1.711  0.42
H -0.197 1.283 -1.576  0.30
H -0.825 -0.308 -1.807  0.34
H 1.408 -1.996 -0.822  0.36
H 1.340 -1.766 1.195  0.37
H -1.699 1.914 0.060  0.27

Forces on the atoms, in the same order (eV/Å):
-2.333 -1.096 -0.193
0.544 0.556 0.261
-5.107 3.397 1.829
0.009 1.835 -0.588
4.474 -3.360 -1.163
-0.253 -0.723 0.080
1.136 -0.320 0.276
1.130 0.636 0.888
0.407 0.215 -0.207
-1.176 -0.514 -0.517
0.510 -0.798 0.819
0.203 -0.507 -1.078
0.457 0.678 -0.406

---

(3)
Computed, not measured: the molecule C20H23ClN2O4S, with ωB97M-V/def2-TZVPD.

Summary:
HOMO, eV: -8.76
Gap between HOMO and LUMO, eV: 9.100
Lowest unoccupied orbital energy, eV: 0.343
Energy relative to the best compared isomer or geometry (same formula, charge and spin), kcal per mole: 0.0
Molecular weight, g/mol: 422.9

Last column: Mulliken charge in e.
Cartesian coordinates (Å):
C -3.154 -1.657 -4.251  -1.34
C -3.533 -0.342 -3.622  0.97
O -4.471 0.316 -4.013  -0.63
N -2.798 0.089 -2.539  0.14
C -3.345 1.163 -1.727  -0.86
C -3.682 0.583 -0.359  -0.53
O -2.520 0.076 0.273  -0.53
C -1.592 -0.489 -0.534  -0.01
C -0.473 -1.040 0.078  -0.53
C 0.547 -1.596 -0.665  -0.33
S 1.990 -2.113 0.284  1.42
O 2.880 -2.930 -0.479  -0.74
O 1.499 -2.623 1.523  -0.67
N 2.810 -0.670 0.537  -0.13
C 2.048 0.477 0.868  -0.14
C 1.734 1.415 -0.125  1.23
C 2.320 1.312 -1.504  -1.67
C 0.906 2.478 0.197  -0.74
C 0.401 2.619 1.476  -1.39
C 0.772 1.725 2.461  -0.16
C 1.607 0.649 2.183  0.34
C 2.088 -0.242 3.302  0.39
C 0.933 -0.908 4.050  -1.39
C 2.952 0.585 4.261  -1.60
C 0.466 -1.605 -2.048  0.15
Cl 1.744 -2.249 -3.006  -0.16
C -0.647 -1.069 -2.678  -0.21
C -1.692 -0.523 -1.940  -0.01
H -2.457 -1.492 -5.069  0.29
H -4.059 -2.086 -4.675  0.37
H -2.716 -2.345 -3.535  0.40
H -4.236 1.546 -2.226  0.45
H -2.601 1.959 -1.624  0.29
H -4.082 1.343 0.315  0.40
H -4.420 -0.222 -0.473  0.31
H -0.404 -1.038 1.153  0.67
H 3.441 -0.528 -0.238  0.59
H 3.399 1.474 -1.466  0.39
H 1.890 2.072 -2.151  0.39
H 2.139 0.339 -1.955  0.26
H 0.656 3.202 -0.565  0.42
H -0.258 3.442 1.711  0.43
H 0.414 1.871 3.468  0.42
H 2.707 -1.032 2.872  0.36
H 0.437 -1.621 3.399  0.29
H 0.208 -0.177 4.402  0.26
H 1.319 -1.451 4.909  0.46
H 2.361 1.354 4.754  0.31
H 3.763 1.069 3.721  0.40
H 3.381 -0.060 5.024  0.45
H -0.673 -1.048 -3.753  0.54

Forces on the atoms, in the same order (eV/Å):
-0.208 -0.042 -0.083
0.074 -0.204 -0.059
-0.215 -0.001 -0.206
-0.073 0.340 0.215
-0.231 0.101 0.282
-0.312 0.251 -0.319
0.215 -0.105 0.144
0.304 -0.230 -0.255
-0.457 0.078 -0.071
0.461 -0.233 0.357
0.184 -0.128 -0.468
-0.005 0.213 0.005
-0.237 0.365 0.193
-0.005 -0.711 -0.189
-0.398 0.637 0.384
0.033 0.019 -0.032
-0.060 -0.028 0.089
0.048 -0.051 -0.042
-0.008 0.011 0.078
-0.073 0.006 -0.046
0.169 -0.089 -0.152
0.009 -0.041 0.247
0.174 -0.033 -0.191
-0.020 -0.166 -0.180
-0.126 -0.039 -0.058
-0.010 0.043 -0.554
0.257 -0.036 0.286
0.301 -0.211 0.305
0.090 -0.016 -0.035
0.003 0.049 0.025
0.051 -0.076 -0.034
0.156 -0.020 0.125
-0.071 -0.001 -0.018
0.014 -0.074 -0.089
0.070 0.096 0.017
-0.107 0.053 0.173
0.136 -0.113 -0.134
0.090 -0.008 -0.096
0.016 0.023 -0.063
0.050 -0.031 -0.083
-0.012 0.057 -0.095
-0.056 0.079 0.032
-0.040 -0.006 0.142
-0.057 0.148 0.130
-0.143 -0.043 0.029
-0.080 0.082 0.087
-0.006 -0.072 0.123
-0.049 0.111 0.082
0.104 0.084 0.002
0.051 -0.042 0.116
-0.002 0.003 -0.117

---

Q: Among the records above, which one has the lowest gap between HOMO and LUMO?
A: C17H33KO12S3

---

Q: Which formula does entry 3 have?
A: C20H23ClN2O4S

---

Q: Which of these has the lowest molecular weight?
A: C4H7BrN